Record 1
11 unconnected molecules or ions with the total composition C36H68N4O7. Source: OMol25; level of theory: ωB97M-V with the def2-TZVPD basis set.

**SMILES**: C1CCOC1.C1CCOC1.C1CCOC1.C1CCOC1.C1CCOC1.C1CCOC1.C1CCOC1.CC#N.CC#N.CC#N.CC#N
**DFT total energy**: -2157.47068 Eh
**Energy relative to the best compared isomer or geometry (same formula, charge and spin)**: 1052.8 kJ/mol

Positions of all 115 atoms, in Å:
C: -3.052 2.994 0.367
C: -3.506 2.637 -0.999
N: -3.925 2.408 -2.040
H: -3.885 3.402 0.939
H: -2.278 3.706 0.081
H: -2.603 2.163 0.910
C: 2.853 1.891 3.022
C: 2.855 2.285 1.624
N: 2.855 2.620 0.556
H: 3.548 1.062 3.160
H: 1.864 1.561 3.341
H: 3.202 2.773 3.559
C: -2.979 -0.211 1.700
C: -4.009 -1.141 2.093
N: -4.910 -1.826 2.469
H: -2.596 -0.586 0.751
H: -2.256 0.030 2.480
H: -3.505 0.633 1.253
C: -1.217 3.520 2.483
C: -0.190 2.811 3.229
N: 0.659 2.227 3.777
H: -2.233 3.422 2.866
H: -1.284 3.200 1.444
H: -0.977 4.582 2.539
C: -0.732 -3.376 4.327
C: -2.094 -4.050 4.301
C: -2.632 -3.774 2.865
O: -2.027 -2.519 2.602
C: -0.827 -2.292 3.278
H: 0.120 -4.002 4.063
H: -0.352 -2.856 5.206
H: -2.903 -3.721 4.953
H: -2.082 -5.070 4.683
H: -3.716 -3.798 2.971
H: -2.240 -4.381 2.049
H: -0.808 -1.255 3.614
H: 0.034 -2.246 2.611
C: 0.642 1.825 -4.041
C: 0.596 0.713 -5.076
C: -0.860 0.411 -4.924
O: -1.252 0.568 -3.561
C: -0.209 1.207 -2.902
H: 0.166 2.693 -4.498
H: 1.672 2.030 -3.752
H: 1.244 -0.136 -4.857
H: 0.732 0.990 -6.121
H: -1.079 -0.618 -5.209
H: -1.260 1.208 -5.551
H: 0.454 0.478 -2.436
H: -0.329 1.836 -2.020
C: 0.622 5.670 0.452
C: 1.631 5.094 -0.527
C: 1.187 3.648 -0.617
O: -0.236 3.876 -0.734
C: -0.693 4.912 0.124
H: 0.638 6.740 0.243
H: 1.060 5.658 1.450
H: 2.657 5.207 -0.178
H: 1.518 5.555 -1.509
H: 1.424 3.003 0.229
H: 1.585 3.061 -1.444
H: -1.248 4.539 0.984
H: -1.455 5.485 -0.405
C: 0.422 0.640 -0.401
C: 0.830 -0.677 0.219
C: -0.006 -0.852 1.522
O: -0.092 0.595 1.933
C: 0.118 1.477 0.899
H: -0.531 0.482 -0.906
H: 1.059 1.186 -1.096
H: 1.895 -0.554 0.419
H: 0.760 -1.501 -0.490
H: 0.424 -1.505 2.281
H: -1.012 -1.203 1.292
H: 0.948 2.145 1.130
H: -0.766 2.115 0.878
C: -3.051 -2.464 -0.752
C: -2.178 -1.708 -1.741
C: -2.489 -0.261 -1.546
O: -3.895 -0.276 -1.306
C: -4.321 -1.558 -1.009
H: -2.682 -2.230 0.247
H: -3.115 -3.541 -0.912
H: -2.488 -2.112 -2.705
H: -1.114 -1.919 -1.636
H: -2.358 0.252 -2.499
H: -1.938 0.180 -0.715
H: -4.860 -1.977 -1.859
H: -4.976 -1.669 -0.145
C: 4.497 -1.734 1.794
C: 4.191 -1.795 0.298
C: 3.100 -2.874 0.282
O: 2.452 -2.849 1.589
C: 3.139 -1.938 2.500
H: 4.997 -0.778 1.946
H: 5.157 -2.539 2.119
H: 5.059 -2.053 -0.308
H: 3.868 -0.860 -0.160
H: 3.523 -3.862 0.102
H: 2.367 -2.749 -0.516
H: 3.365 -2.325 3.493
H: 2.538 -1.029 2.545
C: 1.807 -2.455 -1.925
C: 0.967 -2.205 -3.184
C: 1.855 -2.652 -4.315
O: 2.802 -3.565 -3.817
C: 3.026 -3.195 -2.470
H: 1.236 -3.013 -1.184
H: 2.254 -1.614 -1.393
H: 0.865 -1.131 -3.342
H: 0.037 -2.775 -3.176
H: 2.354 -1.835 -4.836
H: 1.348 -3.177 -5.124
H: 3.866 -2.502 -2.414
H: 3.364 -4.032 -1.858

Cartesian forces (eV/Å) of the 6 atoms listed first:
C -0.414 -0.318 -1.921
C -0.521 -0.300 0.958
N 0.115 0.286 -0.336
H 0.171 0.207 -0.050
H -0.696 -0.120 0.636
H -0.444 0.045 -0.549

---

Record 2
2 unconnected molecules or ions with the total composition CH5N3O3P. Source: OMol25; level of theory: ωB97M-V with the def2-TZVPD basis set.

**DFT total energy**: -772.46124 Eh
**Energy relative to the best compared isomer or geometry (same formula, charge and spin)**: 424.6 kJ/mol
**Charge**: -1

Positions of all 13 atoms, in Å:
C: 0.169 -0.756 -0.142
N: 2.074 -0.060 -0.348
N: -0.056 -2.030 -0.227
N: 2.041 1.232 -0.264
O: -1.181 0.904 1.466
O: -1.519 1.270 -1.025
O: -2.477 -0.865 0.127
P: -1.419 0.179 -0.011
H: 0.687 -2.709 -0.298
H: -1.035 -2.317 -0.170
H: -0.751 1.721 1.223
H: 1.912 1.662 0.662
H: 1.555 1.768 -0.993

Cartesian forces (eV/Å) of the 6 atoms listed first:
C 1.836 0.684 -0.338
N -1.570 -1.671 0.067
N -0.132 0.423 0.085
N -0.442 1.064 0.177
O -0.177 -0.778 -0.479
O 0.519 -0.227 0.136

---

Record 3
A molecular structure, C15H34FIN3O2. Source: OMol25; level of theory: ωB97M-V with the def2-TZVPD basis set.

**DFT total energy**: -1303.99559 Eh
**Charge**: +1

Positions of all 56 atoms, in Å:
C: -1.644 2.350 -2.498
C: -2.836 1.634 -1.850
C: -2.526 0.917 -0.530
C: -2.023 -0.513 -0.647
N: -0.671 -0.680 -1.284
C: 0.412 0.341 -1.067
C: 1.555 -0.459 -0.445
C: 1.635 -0.359 1.101
C: 0.822 -1.417 1.832
F: 1.085 -1.371 3.200
N: 1.263 -1.846 -0.906
I: 2.090 -2.304 -2.760
C: -0.111 -1.860 -1.074
N: -0.762 -3.011 -0.949
H: -1.969 3.216 -3.070
H: -0.960 2.693 -1.719
H: -1.092 1.674 -3.155
H: -3.308 0.948 -2.559
H: -3.587 2.389 -1.612
H: -3.456 0.832 0.039
H: -1.866 1.524 0.095
H: -2.018 -1.019 0.321
H: -2.733 -1.050 -1.278
H: 0.712 0.732 -2.038
H: 0.085 1.156 -0.434
H: 2.520 -0.179 -0.858
H: 1.287 0.623 1.426
H: 2.680 -0.438 1.404
H: -0.254 -1.236 1.707
H: 1.069 -2.421 1.500
H: -0.411 -3.688 -0.255
H: -1.482 -3.313 -1.585
C: 1.453 -6.379 2.502
C: 0.913 -4.965 2.415
C: 0.429 -4.435 3.753
O: -0.156 -4.891 1.445
H: 0.672 -7.061 2.848
H: 1.793 -6.725 1.527
H: 2.286 -6.434 3.202
H: 1.692 -4.308 2.024
H: -0.383 -5.057 4.139
H: 0.046 -3.426 3.629
H: 1.228 -4.416 4.492
H: -0.866 -5.467 1.756
C: 1.841 5.574 -1.565
C: 0.345 5.389 -1.379
C: -0.347 6.694 -1.026
O: 0.084 4.398 -0.375
H: 2.295 5.939 -0.639
H: 2.318 4.628 -1.823
H: 2.054 6.296 -2.354
H: -0.089 4.983 -2.295
H: 0.047 7.089 -0.085
H: -1.419 6.540 -0.901
H: -0.191 7.444 -1.801
H: 0.449 4.725 0.455

Cartesian forces (eV/Å) of the 6 atoms listed first:
C 0.067 -0.412 0.260
C -0.014 0.393 0.123
C -0.060 -0.127 -0.054
C -0.473 0.190 -0.768
N 0.202 0.304 1.765
C 0.195 -0.157 -0.599

---

Asked for maximum force across the records above, the calculation gives 6.33 2.29 1.80 eV/A in order.